[1]
{
  "formula": "C4H5NO",
  "method": "ωB97M-V/def2-TZVPD",
  "symbols": ["N", "C", "C", "C", "O", "C", "H", "H", "H", "H", "H"],
  "coordinates": [[-1.3413, -0.5802, 1.1227], [-0.4155, -0.1370, 0.2124], [0.6208, 0.8295, 0.3511], [1.1009, 0.9797, -0.9151], [0.5463, 0.1435, -1.7866], [-0.4169, -0.6528, -1.1060], [-2.0410, -1.1818, 0.7027], [-1.0102, -0.9225, 2.0116], [0.9542, 1.3215, 1.2495], [1.8429, 1.6631, -1.3143], [0.1597, -1.4628, -0.5281]],
  "forces_ev_per_angstrom": [[0.120, -0.172, 0.070], [-0.320, 0.616, 0.168], [-0.122, 0.261, 0.008], [0.032, -0.036, 0.104], [0.377, -0.063, 0.177], [0.336, -0.175, 0.860], [0.188, 0.036, 0.048], [0.007, 0.248, 0.091], [-0.089, 0.203, -0.092], [-0.140, -0.075, 0.112], [-0.390, -0.845, -1.545]],
  "mulliken_charge": [-0.530, 0.993, -0.621, -0.243, -0.132, -0.960, 0.261, 0.236, 0.378, 0.409, 0.209],
  "multiplicity": 1,
  "relative_energy_ev": 2.872,
  "total_charge": 0
}

=====

[2]
{
  "formula": "C33H78F12N6O7PS2",
  "method": "ωB97M-V/def2-TZVPD",
  "symbols": ["P", "F", "F", "F", "F", "F", "F", "C", "N", "C", "C", "C", "C", "O", "H", "H", "H", "H", "H", "H", "H", "H", "H", "H", "H", "H", "H", "H", "C", "N", "C", "C", "C", "C", "O", "H", "H", "H", "H", "H", "H", "H", "H", "H", "H", "H", "H", "H", "H", "C", "N", "C", "C", "C", "C", "O", "H", "H", "H", "H", "H", "H", "H", "H", "H", "H", "H", "H", "H", "H", "C", "C", "C", "N", "C", "C", "C", "C", "C", "H", "H", "H", "H", "H", "H", "H", "H", "H", "H", "H", "H", "H", "H", "H", "H", "H", "H", "C", "C", "C", "N", "C", "C", "C", "C", "C", "H", "H", "H", "H", "H", "H", "H", "H", "H", "H", "H", "H", "H", "H", "H", "H", "H", "H", "C", "F", "F", "F", "S", "O", "O", "N", "S", "O", "O", "C", "F", "F", "F"],
  "coordinates": [[-0.3370, 0.0672, 0.5756], [1.0912, -0.3260, 1.2909], [-0.1288, 1.6157, 1.0119], [0.4205, 0.4136, -0.8175], [-1.7528, 0.4355, -0.0058], [-0.4202, -1.4914, 0.0866], [-0.9526, -0.3157, 2.0618], [1.0302, 2.9233, -3.9809], [1.7604, 4.1875, -3.6175], [2.7554, 4.5511, -4.6800], [0.7376, 5.2798, -3.6785], [2.3570, 3.9822, -2.2485], [2.9952, 5.2150, -1.6148], [1.9980, 6.1180, -1.2247], [1.7838, 2.1437, -4.0823], [0.5184, 3.0641, -4.9308], [0.2616, 2.7618, -3.2289], [2.2905, 4.3625, -5.6411], [3.6463, 3.9351, -4.5433], [3.0550, 5.5879, -4.5671], [1.1436, 6.2143, -3.3081], [-0.1208, 5.0290, -3.0599], [0.4084, 5.4531, -4.6997], [3.0558, 3.1509, -2.3021], [1.4902, 3.7156, -1.6409], [3.7312, 5.6538, -2.2993], [3.5885, 4.8522, -0.7666], [2.4008, 6.9462, -0.9415], [1.1471, 2.8462, 5.2880], [2.2652, 1.9227, 4.8362], [1.7662, 1.3927, 3.5137], [3.5080, 2.7273, 4.5519], [2.4457, 0.8634, 5.8784], [3.4291, -0.2190, 5.4942], [4.7655, 0.2245, 5.4476], [1.2826, 3.0896, 6.3409], [0.2081, 2.3017, 5.2303], [1.1534, 3.7256, 4.6545], [2.5210, 0.7402, 3.0925], [1.5368, 2.2187, 2.8416], [0.7716, 0.9657, 3.6354], [3.7924, 3.1430, 5.5187], [3.2014, 3.5710, 3.9400], [4.2670, 2.1028, 4.1011], [1.4796, 0.3686, 5.9648], [2.7654, 1.3836, 6.7787], [3.1115, -0.7406, 4.5826], [3.3659, -0.9867, 6.2791], [5.3288, -0.4588, 5.0726], [1.8118, -3.9588, 4.7900], [1.1699, -4.1335, 3.4451], [-0.0883, -4.9123, 3.6849], [0.8997, -2.7910, 2.8104], [2.1676, -4.9232, 2.6116], [1.9213, -4.9589, 1.1251], [0.7230, -5.6385, 0.8087], [2.6149, -3.2317, 4.7480], [2.1243, -4.9374, 5.1519], [1.0589, -3.6460, 5.5131], [-0.8121, -4.3617, 4.2834], [0.1794, -5.9025, 4.0306], [-0.6003, -4.9250, 2.7210], [1.8222, -2.2233, 2.7918], [0.1503, -2.2740, 3.4079], [0.4335, -2.9825, 1.8504], [2.1815, -5.9415, 3.0143], [3.1643, -4.6182, 2.9375], [2.8312, -5.3431, 0.6524], [1.8727, -3.9488, 0.7023], [0.9605, -6.3919, 0.2563], [-1.0776, -2.3927, -3.0828], [0.3280, -2.7182, -3.5767], [1.3294, -2.1397, -2.5649], [2.7710, -2.4439, -2.9287], [3.1517, -1.5758, -4.0937], [3.0217, -3.8655, -3.4086], [4.4928, -4.1577, -3.1325], [4.8712, -3.2779, -1.9447], [3.7311, -2.2213, -1.7779], [-1.4753, -3.1654, -2.4243], [-1.7998, -2.3265, -3.8980], [-1.1186, -1.4158, -2.5982], [0.5106, -2.2848, -4.5618], [0.4571, -3.7930, -3.7059], [1.1056, -2.6151, -1.6121], [1.2286, -1.0595, -2.5789], [4.2303, -1.6021, -4.2415], [2.9948, -0.5417, -3.7773], [2.5537, -1.7815, -4.9708], [2.7417, -3.9212, -4.4559], [2.4073, -4.6034, -2.8908], [5.0862, -3.9210, -4.0154], [4.6727, -5.2086, -2.9205], [5.8557, -2.8185, -1.9782], [4.8574, -3.8377, -1.0080], [4.1761, -1.2340, -1.7724], [3.1562, -2.5648, -0.9252], [-2.6688, -4.2567, 0.8215], [-3.4212, -3.1255, 1.5026], [-3.7880, -2.0560, 0.5107], [-4.8100, -1.0850, 1.0415], [-4.3618, -0.5192, 2.3595], [-5.0174, 0.1588, 0.1360], [-6.4272, 0.6275, 0.5069], [-7.2003, -0.5703, 1.0944], [-6.1757, -1.7031, 1.0872], [-2.2129, -4.9843, 1.4936], [-1.9555, -3.9202, 0.0690], [-3.3905, -4.9010, 0.3078], [-2.8398, -2.6344, 2.2896], [-4.3020, -3.5335, 2.0025], [-4.2279, -2.4244, -0.4244], [-2.9443, -1.5215, 0.0691], [-4.5423, -1.2575, 3.1402], [-5.0643, 0.2692, 2.6273], [-3.3547, -0.1329, 2.2578], [-4.2282, 0.8925, 0.2445], [-4.9880, -0.3112, -0.8499], [-6.2286, 1.4168, 1.2356], [-6.8867, 1.1399, -0.3347], [-7.4357, -0.2934, 2.1187], [-8.0859, -0.7357, 0.4924], [-6.2574, -2.2763, 2.0104], [-6.3154, -2.3885, 0.2550], [-4.1839, 7.7948, -3.7201], [-3.3505, 8.8092, -3.5732], [-4.8222, 7.5335, -2.5793], [-5.1094, 8.0880, -4.6187], [-3.1391, 6.3275, -4.2838], [-3.1873, 6.3918, -5.7196], [-1.8249, 6.5598, -3.7286], [-3.9780, 4.9686, -3.7549], [-3.0134, 4.1891, -2.8043], [-1.8802, 3.5479, -3.4733], [-2.7580, 4.8010, -1.5220], [-4.1352, 2.7558, -2.3186], [-3.4037, 1.6506, -2.0903], [-4.8693, 3.0977, -1.2580], [-4.9799, 2.4332, -3.3012]],
  "forces_ev_per_angstrom": [[1.614, 0.802, 0.512], [0.720, 0.154, -0.445], [-0.004, -0.502, 0.436], [-0.122, -0.257, 0.115], [-0.477, -0.563, -0.107], [-0.664, 0.081, 0.238], [-0.770, 0.055, -0.601], [0.347, 0.315, -0.200], [-0.326, 0.362, -0.923], [0.561, -0.676, 0.653], [-0.661, 0.787, 0.726], [-0.779, 0.881, 0.137], [0.563, -0.417, -0.401], [0.040, -0.021, 0.164], [-0.155, -0.219, 0.184], [0.066, 0.119, 0.007], [0.130, -0.269, 0.026], [0.075, 0.150, -0.073], [-0.069, -0.106, -0.204], [-0.196, 0.070, -0.067], [0.223, -0.123, 0.009], [0.063, -0.111, -0.113], [0.009, -0.435, -0.064], [0.048, 0.004, -0.106], [0.148, -0.189, 0.157], [-0.111, 0.134, -0.071], [-0.122, -0.027, 0.107], [-0.045, 0.000, 0.010], [0.422, -0.361, 0.671], [-1.139, 0.771, -1.263], [-0.235, 0.121, 0.179], [-0.720, 0.413, 1.036], [0.568, -0.109, -0.830], [0.319, -1.052, 0.617], [-0.266, 0.532, -0.368], [0.257, 0.289, -0.113], [-0.007, 0.038, -0.249], [-0.132, 0.039, 0.042], [-0.237, -0.118, -0.151], [0.555, 0.176, 0.034], [0.326, -0.679, 0.197], [0.524, -0.144, -0.120], [0.117, -0.163, -0.297], [0.051, 0.051, 0.096], [-0.095, 0.209, 0.402], [-0.163, -0.173, 0.171], [0.046, 0.301, -0.207], [-0.289, 0.125, 0.079], [0.061, -0.048, 0.123], [-0.587, -0.141, 0.457], [0.598, 0.181, 0.758], [-0.642, 0.631, -1.658], [-0.732, -0.706, 0.620], [0.141, -0.787, 0.807], [0.364, 0.871, -0.275], [0.587, -0.156, -0.155], [0.173, -0.141, -0.098], [0.372, 0.064, -0.192], [-0.053, 0.322, -0.215], [0.584, -0.006, 0.690], [-0.240, -0.018, 0.179], [0.270, -0.667, -0.027], [0.013, -0.001, -0.362], [0.137, 0.044, 0.147], [0.262, 0.309, -0.220], [-0.548, -0.043, -0.148], [-0.022, 0.716, -0.629], [-0.203, -0.577, 0.120], [-0.178, 0.105, 0.214], [-0.329, -0.104, 0.055], [-0.585, 0.123, -0.388], [0.292, 0.256, -0.074], [-0.234, -1.053, -0.927], [0.359, -0.013, -1.029], [0.476, 1.301, 0.941], [0.009, -0.659, 0.339], [0.298, 0.306, -0.462], [-0.508, 0.336, 0.740], [0.452, -1.653, -0.568], [0.216, 0.110, 0.259], [0.203, -0.107, -0.159], [0.062, -0.093, 0.196], [-0.175, 0.119, 0.007], [-0.061, -0.012, 0.150], [0.249, 0.419, 0.284], [0.023, 0.032, 0.626], [-0.085, -0.617, -0.368], [-0.332, -0.050, -0.076], [0.147, -0.228, -0.063], [0.062, 0.002, -0.020], [-0.258, 0.453, 0.332], [0.084, 0.063, 0.074], [-0.164, -0.040, -0.073], [-0.011, -0.005, -0.386], [0.174, -0.251, -0.153], [-0.758, 0.352, 0.255], [-0.002, 0.952, 0.413], [-0.537, -0.771, -0.357], [0.355, 0.075, 0.398], [-0.657, 0.418, -1.461], [0.697, 1.254, -0.055], [-1.434, -0.296, 0.284], [-0.752, -1.868, -0.752], [1.171, 1.004, 0.039], [1.026, 1.091, -0.181], [-0.704, -0.325, 0.877], [0.243, 0.405, 0.200], [0.181, 0.085, 0.204], [-0.024, 0.269, -0.259], [0.208, -0.216, -0.042], [-0.077, 0.033, -0.113], [-0.313, -0.519, 0.370], [0.205, 0.290, 0.881], [0.672, -0.174, -0.046], [0.225, 0.249, -0.207], [0.107, -0.186, 0.136], [0.149, -0.168, 0.121], [0.061, 0.501, -0.227], [-0.646, -0.012, 0.167], [-0.112, -0.239, -0.082], [-0.519, -0.301, -0.036], [-0.111, -0.454, 0.263], [0.109, -0.171, -0.107], [0.304, 0.142, -0.176], [-0.367, -0.800, 0.117], [-0.098, 0.226, 0.116], [0.413, 0.087, 0.184], [0.215, 0.027, -0.234], [-0.687, -0.209, -1.724], [-0.411, -0.154, 0.515], [-0.438, -0.406, 0.701], [1.549, 1.847, -0.326], [0.158, -1.016, 0.941], [-0.492, 0.105, 0.443], [0.366, -0.249, -0.167], [-0.204, 0.700, -1.539], [-0.038, 0.151, 0.714], [0.295, -0.553, 0.273], [-0.058, -0.024, 0.052]],
  "mulliken_charge": [1.659, -0.414, -0.423, -0.421, -0.406, -0.630, -0.328, -1.015, 0.360, -0.941, -1.401, -0.447, -0.716, -0.499, 0.418, 0.408, 0.386, 0.373, 0.357, 0.384, 0.431, 0.530, 0.487, 0.399, 0.383, 0.353, 0.424, 0.338, -0.854, 0.072, -1.715, -0.882, -0.451, 0.050, -0.545, 0.397, 0.402, 0.380, 0.509, 0.558, 0.526, 0.401, 0.385, 0.357, 0.338, 0.423, -0.193, 0.463, 0.337, -1.038, 0.457, -0.950, -1.382, -0.552, -0.196, -0.446, 0.392, 0.465, 0.355, 0.392, 0.419, 0.207, 0.293, 0.435, 0.376, 0.424, 0.518, 0.583, -0.216, 0.306, -0.993, -0.398, 0.024, 0.881, -1.286, -0.757, -0.731, -0.763, 0.187, 0.228, 0.487, 0.070, 0.316, 0.320, -0.209, 0.086, 0.449, 0.389, 0.418, 0.392, 0.422, 0.367, 0.403, 0.312, 0.329, 0.530, -0.445, -1.410, 0.104, -0.610, 0.614, -0.995, -0.441, -1.029, -0.708, -0.620, 0.423, 0.041, 0.499, 0.272, 0.385, 0.491, -0.070, 0.344, 0.577, 0.132, 0.230, 0.420, 0.467, 0.492, 0.313, 0.367, 0.364, 0.432, 0.602, -0.208, -0.233, -0.202, 1.114, -0.703, -0.568, -0.586, 1.349, -0.640, -0.704, 0.510, -0.195, -0.247, -0.249],
  "multiplicity": 1,
  "relative_energy_ev": 0.287,
  "total_charge": 3
}

=====

[3]
{
  "formula": "C30H26F4LiN8OS",
  "method": "ωB97M-V/def2-TZVPD",
  "symbols": ["Li", "C", "C", "N", "C", "C", "C", "C", "C", "C", "C", "N", "C", "C", "N", "N", "H", "H", "H", "H", "H", "H", "H", "H", "H", "H", "H", "H", "H", "H", "H", "H", "H", "H", "C", "S", "O", "C", "C", "C", "C", "C", "C", "H", "H", "H", "H", "H", "H", "H", "H", "F", "C", "C", "F", "C", "C", "C", "F", "C", "C", "C", "N", "C", "N", "F", "C", "C", "N", "C", "N"],
  "coordinates": [[-0.3682, -0.6085, 0.4632], [0.0417, -3.3057, 0.7564], [1.4001, -2.8349, 0.2533], [1.5814, -1.4080, 0.4591], [2.2354, -1.0439, 1.7035], [1.2497, -0.7634, 2.8056], [1.6516, -0.6010, 4.1261], [0.6807, -0.3714, 5.0853], [-0.6498, -0.3194, 4.7023], [-0.9596, -0.4901, 3.3590], [-2.3749, -0.5206, 2.8482], [-2.4035, -0.3893, 1.4017], [-3.1172, -1.4267, 0.6838], [-2.3201, -2.7258, 0.7458], [-1.0135, -2.5179, 0.1560], [-0.0202, -0.6982, 2.4523], [-0.0101, -3.1611, 1.8348], [-0.0698, -4.3797, 0.5444], [1.4530, -3.0371, -0.8173], [2.1838, -3.4217, 0.7549], [2.1172, -1.0331, -0.3099], [2.8374, -0.1437, 1.5451], [2.9152, -1.8375, 2.0504], [2.6939, -0.6531, 4.3964], [0.9549, -0.2591, 6.1228], [-1.4297, -0.1398, 5.4243], [-2.9492, 0.2629, 3.3510], [-2.8197, -1.4766, 3.1451], [-2.7740, 0.5129, 1.1394], [-3.1963, -1.1108, -0.3557], [-4.1284, -1.5999, 1.0789], [-2.8788, -3.5300, 0.2487], [-2.1809, -3.0104, 1.7895], [-1.0645, -2.7007, -0.8413], [1.7163, -0.9391, -4.5088], [1.1586, -1.3064, -2.7976], [1.0028, -0.0102, -2.0905], [-0.5014, -1.8103, -3.3295], [-0.8359, -3.1540, -3.2855], [-2.0840, -3.5595, -3.7331], [-2.9892, -2.6172, -4.1992], [-2.6496, -1.2742, -4.2290], [-1.3987, -0.8697, -3.7989], [1.0310, -0.2345, -4.9713], [1.7153, -1.8807, -5.0489], [2.7199, -0.5279, -4.4795], [-0.1154, -3.8784, -2.9321], [-2.3426, -4.6080, -3.7323], [-3.9593, -2.9327, -4.5496], [-3.3469, -0.5424, -4.6051], [-1.1208, 0.1715, -3.8374], [1.0764, 5.1070, -2.3826], [1.2005, 4.5719, -1.1706], [1.9008, 5.2405, -0.2077], [2.4573, 6.4124, -0.4984], [2.0501, 4.7327, 1.1296], [1.4627, 3.4420, 1.3552], [0.7509, 2.7906, 0.3980], [0.2423, 1.5807, 0.6987], [0.5451, 3.3217, -0.9132], [-0.2489, 2.6653, -1.8435], [-1.0195, 1.5466, -1.4875], [-1.7215, 0.6888, -1.1887], [-0.3880, 3.0269, -3.1975], [-0.5329, 3.2214, -4.3181], [1.6163, 2.8440, 2.5395], [2.6880, 5.4372, 2.1398], [2.7803, 4.9709, 3.4700], [2.8636, 4.6437, 4.5654], [3.2648, 6.7165, 1.9875], [3.7440, 7.7565, 1.9491]],
  "forces_ev_per_angstrom": [[-0.314, -0.018, 0.078], [0.329, -0.417, -0.035], [-0.249, -0.556, 0.177], [0.458, 0.321, -0.250], [0.254, -0.051, 0.219], [0.299, -0.028, 0.611], [-0.059, 0.002, -0.121], [-0.065, -0.072, -0.093], [0.006, 0.054, -0.172], [0.023, -0.035, 0.576], [-0.083, 0.050, 0.088], [-0.180, 0.577, -0.109], [-0.228, -0.542, 0.026], [-0.576, 0.138, -0.052], [0.174, 0.134, -0.406], [0.045, 0.022, -0.297], [-0.042, -0.114, 0.055], [0.079, 0.040, 0.147], [0.124, -0.040, 0.066], [-0.029, 0.027, -0.161], [-0.016, 0.117, -0.026], [0.016, -0.069, -0.026], [0.041, 0.163, -0.077], [0.153, -0.037, 0.017], [0.032, 0.075, 0.093], [-0.118, -0.012, 0.108], [-0.074, -0.058, -0.062], [-0.053, 0.097, 0.053], [-0.020, 0.025, -0.023], [-0.105, -0.006, 0.004], [0.019, 0.008, -0.068], [0.027, 0.032, 0.161], [-0.016, -0.124, 0.016], [0.012, -0.032, -0.004], [-0.009, -0.084, 0.607], [-0.497, -0.257, -1.675], [0.298, 0.589, 0.237], [0.427, -0.141, 0.203], [0.099, -0.006, -0.029], [-0.075, -0.018, -0.023], [-0.009, -0.142, 0.037], [0.095, 0.031, 0.001], [0.014, 0.141, -0.059], [-0.088, 0.056, 0.066], [-0.009, -0.116, -0.082], [0.112, 0.018, 0.128], [0.072, -0.126, 0.047], [-0.031, -0.061, 0.034], [-0.102, -0.043, -0.033], [-0.094, 0.072, -0.025], [0.033, 0.116, -0.030], [0.054, -0.150, 0.391], [0.764, 1.024, 0.326], [-0.387, -0.042, -1.233], [-0.244, -0.432, 0.043], [0.753, 0.824, 1.168], [-0.745, -1.255, -0.205], [0.468, -0.021, 1.305], [0.323, 0.623, 0.034], [-0.937, -0.723, -1.136], [1.243, 1.019, 1.209], [-0.698, -0.638, 0.411], [-0.144, 0.052, -0.087], [0.070, 0.287, -0.475], [-0.061, 0.036, -0.345], [-0.040, 0.269, -0.495], [-0.858, -0.885, -1.286], [-0.033, -0.370, 0.472], [0.058, -0.067, 0.303], [0.143, 0.417, -0.298], [0.170, 0.334, -0.018]],
  "mulliken_charge": [0.959, -0.817, -0.889, -0.100, -1.789, 1.030, -1.024, -0.599, -1.054, 0.388, -1.345, 0.078, -1.013, -0.619, 0.382, 0.799, 0.418, 0.566, 0.432, 0.445, 0.262, 0.493, 0.491, 0.559, 0.451, 0.549, 0.571, 0.283, 0.304, 0.312, 0.415, 0.466, 0.385, -0.537, -1.168, 0.124, -0.451, 0.549, -0.543, -0.507, -0.610, -0.820, -0.252, 0.360, 0.428, 0.436, 0.407, 0.455, 0.445, 0.450, 0.567, -0.304, -0.220, 0.212, -0.293, -0.017, 0.082, 0.332, 0.425, 0.493, 1.173, -0.082, -0.302, -0.743, -0.528, -0.219, 1.111, -0.128, -0.490, -0.192, -0.429],
  "multiplicity": 1,
  "total_charge": 1
}

=====

Values of E_HOMO, in order: -8.442 -13.257 -11.679, all in eV.
Values of M, in order: 83.09 994.11 629.59, all in g/mol.
Values of gap between HOMO and LUMO, in order: 9.3371 6.6889 5.8325, all in eV.